Record 1
The following is a quantum chemistry calculation of C28H24BF4N3PtSb as an isolated structure, from the Open Molecules 2025 dataset.

CARTESIAN COORDINATES (ANGSTROEM)
Pt1 -0.397 0.343 0.268
N1 0.612 2.616 2.403
C1 0.828 1.320 2.841
C2 1.525 1.143 4.041
C3 1.709 -0.124 4.534
C4 1.202 -1.215 3.831
C5 0.537 -0.976 2.660
N2 0.341 0.272 2.177
C6 0.300 3.151 1.164
C7 0.478 4.528 0.982
C8 0.138 5.097 -0.218
C9 -0.373 4.296 -1.239
C10 -0.519 2.958 -0.995
N3 -0.195 2.394 0.190
H1 0.950 3.307 3.052
H2 1.924 2.007 4.555
H3 2.255 -0.267 5.457
H4 1.330 -2.230 4.176
H5 0.136 -1.776 2.051
H6 0.885 5.123 1.789
H7 0.276 6.159 -0.368
H8 -0.643 4.701 -2.202
H9 -0.896 2.273 -1.744
F1 0.469 0.050 -1.859
B1 1.561 -0.748 -1.265
F2 2.322 0.121 -0.499
F3 2.223 -1.442 -2.204
F4 0.834 -1.612 -0.344
C11 -6.857 -0.212 -2.021
C12 -5.597 -0.387 -2.572
C13 -4.474 -0.352 -1.754
C14 -4.620 -0.143 -0.387
C15 -5.886 0.034 0.165
C16 -7.002 -0.002 -0.655
Sb1 -2.934 -0.084 0.856
C17 -3.268 1.723 1.918
C18 -3.084 1.886 3.286
C19 -3.156 3.149 3.861
C20 -3.404 4.262 3.071
C21 -3.595 4.109 1.704
C22 -3.527 2.847 1.133
C23 -3.335 -1.643 2.221
C24 -4.113 -2.709 1.773
C25 -4.356 -3.794 2.602
C26 -3.826 -3.824 3.883
C27 -3.045 -2.769 4.333
C28 -2.795 -1.686 3.504
H10 -7.731 -0.240 -2.657
H11 -5.484 -0.554 -3.635
H12 -3.491 -0.497 -2.188
H13 -6.009 0.200 1.230
H14 -7.988 0.133 -0.230
H15 -2.907 1.033 3.930
H16 -3.032 3.259 4.930
H17 -3.467 5.244 3.521
H18 -3.810 4.970 1.085
H19 -3.694 2.745 0.064
H20 -4.546 -2.697 0.779
H21 -4.962 -4.616 2.246
H22 -4.020 -4.669 4.530
H23 -2.629 -2.788 5.333
H24 -2.167 -0.883 3.874

The HOMO energy comes out at -0.398 Ha. Its total charge is +1. Its energy above the lowest of the compared OMol25 structures with the same formula, charge and spin is 204.38 kJ/mol. The orbital gap is 6.341 eV.

---

Record 2
The following is a quantum chemistry calculation of C28H24BiNO2S4Se2 as an isolated structure, from the Open Molecules 2025 dataset.

CARTESIAN COORDINATES (ANGSTROEM)
Bi1 16.357 13.689 7.671
S1 19.196 14.035 7.597
C1 19.428 13.969 9.328
C2 20.716 13.581 9.683
C3 21.013 13.327 11.039
C4 20.042 13.547 12.044
C5 18.790 14.019 11.690
C6 18.462 14.252 10.348
S2 16.933 15.061 10.079
H1 21.468 13.484 8.913
H2 21.970 12.892 11.370
H3 20.224 13.351 13.109
H4 17.987 14.176 12.398
C7 17.314 20.817 8.452
C8 16.808 19.524 7.819
C9 15.603 18.886 8.097
C10 15.201 17.710 7.395
C11 13.782 17.128 7.425
C12 16.134 17.094 6.499
Se1 15.736 15.400 5.571
C13 17.411 17.667 6.309
C14 18.525 17.038 5.535
C15 17.668 18.924 6.880
H5 18.145 20.634 9.146
H6 16.572 21.219 9.085
H7 17.701 21.486 7.691
H8 14.932 19.249 8.854
H9 13.223 17.751 8.123
H10 13.720 16.046 7.667
H11 13.306 17.213 6.454
H12 19.153 16.507 6.219
H13 19.160 17.757 4.943
H14 18.117 16.280 4.874
H15 18.626 19.403 6.540
O1 11.187 9.412 7.936
S3 11.323 10.475 6.954
O2 11.355 10.071 5.574
N1 12.783 11.333 7.340
C16 12.443 12.489 7.919
S4 13.485 13.580 8.748
C17 11.022 12.876 7.713
C18 10.416 14.109 7.766
C19 9.043 14.218 7.656
C20 8.237 13.068 7.411
C21 8.868 11.823 7.163
C22 10.218 11.819 7.275
H16 11.081 14.920 8.008
H17 8.613 15.201 7.659
H18 7.164 13.190 7.163
H19 8.299 10.945 6.845
Se2 16.566 11.921 5.337
C23 16.758 10.556 6.682
C24 17.995 10.075 7.166
C25 18.061 9.076 8.169
C26 16.855 8.632 8.772
C27 15.636 9.149 8.281
C28 15.603 10.056 7.212
H20 18.915 10.475 6.708
H21 19.036 8.786 8.599
H22 16.798 7.834 9.550
H23 14.667 8.855 8.739
H24 14.649 10.394 6.845

The HOMO energy comes out at -0.057 Ha. Its total charge is -2. Its energy above the lowest of the compared OMol25 structures with the same formula, charge and spin is 91.45 kJ/mol. The orbital gap is 5.640 eV.

---

Record 3
The following is a quantum chemistry calculation of C28H24BrCeN6O3 as an isolated structure, from the Open Molecules 2025 dataset.

CARTESIAN COORDINATES (ANGSTROEM)
Ce1 -0.477 -1.349 -0.492
N1 -2.897 -2.068 0.513
C1 -2.905 -3.518 0.215
C2 -2.027 -3.761 -1.029
O1 -2.585 -3.997 -2.107
N2 -0.717 -3.651 -0.767
C3 0.160 -3.872 -1.942
C4 0.753 -2.495 -2.238
O2 1.896 -2.220 -1.872
O3 -0.076 -1.598 -2.621
H1 -3.229 -1.902 1.454
H2 -3.554 -1.604 -0.105
H3 -3.902 -3.907 0.006
H4 -2.471 -4.053 1.059
H5 -0.441 -4.226 -2.780
H6 0.945 -4.579 -1.685
C5 -3.013 0.014 -3.945
C6 -2.726 -0.647 -2.746
N3 -2.162 -0.056 -1.712
C7 -1.838 1.265 -1.778
C8 -2.159 2.023 -2.932
C9 -2.739 1.349 -4.029
C10 -1.886 3.407 -2.974
C11 -1.295 3.990 -1.892
C12 -0.932 3.247 -0.757
C13 -1.160 1.877 -0.640
N4 -0.806 1.010 0.361
C14 -0.190 1.276 1.546
C15 0.245 2.495 2.074
C16 0.958 2.598 3.276
C17 1.257 1.505 4.038
C18 0.781 0.247 3.618
C19 0.961 -0.910 4.408
C20 0.407 -2.098 4.022
C21 -0.285 -2.137 2.807
N5 -0.417 -1.096 2.012
C22 0.069 0.115 2.397
H7 -3.434 -0.532 -4.778
H8 -2.951 -1.706 -2.650
H9 -2.951 1.914 -4.929
H10 -2.145 3.977 -3.857
H11 -1.085 5.052 -1.901
H12 -0.438 3.794 0.024
H13 0.031 3.421 1.575
H14 1.271 3.581 3.608
H15 1.806 1.590 4.967
H16 1.525 -0.825 5.329
H17 0.512 -2.993 4.619
H18 -0.723 -3.070 2.463
C23 3.596 3.148 -0.302
C24 3.390 1.690 -0.013
C25 4.330 0.916 0.654
C26 4.055 -0.411 0.944
C27 2.822 -0.901 0.564
Br1 2.352 -2.705 0.949
N6 1.900 -0.190 -0.062
C28 2.196 1.074 -0.361
H19 4.646 3.424 -0.228
H20 3.031 3.741 0.422
H21 3.232 3.409 -1.296
H22 5.280 1.345 0.949
H23 4.771 -1.046 1.444
H24 1.433 1.629 -0.896

The HOMO energy (spin up / spin down) comes out at -0.251 / -0.253 Ha. Its expectation value of S² is 0.75. Its total charge is 0. The orbital gap (spin up / spin down) is 6.691 / 6.747 eV. Its multiplicity is 2.

---

Record 4
The following is a quantum chemistry calculation of C28H24I2IrN2O3S5 as an isolated structure, from the Open Molecules 2025 dataset.

CARTESIAN COORDINATES (ANGSTROEM)
Ir1 -2.122 0.100 1.201
I1 -6.265 -3.279 0.700
C1 -4.947 -2.642 -0.806
C2 -5.006 -3.134 -2.086
C3 -4.075 -2.702 -3.031
I2 -4.213 -3.536 -4.976
C4 -3.079 -1.791 -2.720
C5 -2.101 -1.261 -3.639
C6 -1.082 -0.529 -3.190
C7 -0.863 -0.272 -1.723
N1 -2.040 -0.503 -0.931
C8 -2.994 -1.304 -1.382
C9 -3.982 -1.703 -0.396
O1 -3.928 -1.255 0.786
H1 -5.772 -3.844 -2.360
H2 -2.220 -1.454 -4.696
H3 -0.322 -0.155 -3.855
H4 -0.545 0.764 -1.558
O2 -4.611 1.163 7.607
C10 -4.209 0.962 6.503
S1 -4.700 1.884 5.072
C11 -3.691 1.060 3.889
C12 -2.919 0.021 4.372
S2 -1.853 -0.968 3.488
S3 -3.036 -0.304 6.095
S4 -3.754 1.636 2.292
C13 1.933 -0.449 2.055
S5 0.746 0.845 2.592
O3 -0.033 1.150 1.351
C14 1.998 2.154 2.701
C15 2.178 3.059 1.674
C16 3.173 4.016 1.779
C17 3.961 4.075 2.916
C18 3.741 3.192 3.963
C19 2.757 2.225 3.857
H5 2.534 -0.069 1.238
H6 1.351 -1.301 1.717
H7 2.551 -0.731 2.899
H8 1.541 3.008 0.804
H9 3.333 4.713 0.971
H10 4.746 4.810 2.992
H11 4.338 3.256 4.859
H12 2.585 1.526 4.662
C20 1.437 2.046 -3.562
N2 2.354 1.121 -2.953
C21 3.126 0.306 -3.849
C22 2.098 0.588 -1.636
C23 1.619 -0.850 -1.468
C24 2.584 -1.842 -1.299
C25 2.246 -3.137 -0.954
C26 0.923 -3.449 -0.700
C27 -0.054 -2.495 -0.910
C28 0.276 -1.212 -1.334
H13 2.011 2.784 -4.133
H14 0.878 2.577 -2.792
H15 0.719 1.582 -4.255
H16 3.463 0.916 -4.685
H17 2.570 -0.551 -4.251
H18 4.005 -0.068 -3.325
H19 1.385 1.251 -1.138
H20 3.056 0.653 -1.094
H21 3.628 -1.585 -1.415
H22 3.009 -3.896 -0.861
H23 0.650 -4.427 -0.338
H24 -1.088 -2.746 -0.733

The HOMO energy (spin up / spin down) comes out at -0.257 / -0.255 Ha. Its expectation value of S² is 0.76. Its total charge is 0. Its energy above the lowest of the compared OMol25 structures with the same formula, charge and spin is 349.66 kJ/mol. The orbital gap (spin up / spin down) is 5.301 / 4.685 eV. Its multiplicity is 2.

---

Record 5
The following is a quantum chemistry calculation of C28H24I2IrN2O3S5 as an isolated structure, from the Open Molecules 2025 dataset.

CARTESIAN COORDINATES (ANGSTROEM)
Ir1 0.029 0.064 -0.535
I1 -3.658 -3.552 -1.755
C1 -2.943 -3.028 0.144
C2 -3.347 -3.722 1.282
C3 -2.897 -3.348 2.524
I2 -3.556 -4.451 4.199
C4 -2.042 -2.238 2.679
C5 -1.561 -1.731 3.905
C6 -0.781 -0.605 3.922
C7 -0.442 0.009 2.709
N1 -0.828 -0.472 1.555
C8 -1.630 -1.555 1.505
C9 -2.059 -1.947 0.197
O1 -1.658 -1.326 -0.850
H1 -4.021 -4.561 1.182
H2 -1.826 -2.228 4.828
H3 -0.425 -0.195 4.856
H4 0.144 0.919 2.683
O2 0.276 -1.145 -7.307
C10 0.458 -0.928 -6.147
S1 0.586 0.709 -5.457
C11 0.817 0.228 -3.792
C12 0.817 -1.141 -3.536
S2 1.043 -1.794 -2.004
S3 0.641 -2.198 -4.919
S4 1.047 1.418 -2.619
C13 3.381 -0.212 2.861
S5 3.355 0.142 1.072
O3 1.967 -0.263 0.680
C14 4.407 -1.228 0.558
C15 3.879 -2.506 0.483
C16 4.683 -3.544 0.042
C17 5.998 -3.297 -0.327
C18 6.511 -2.010 -0.263
C19 5.715 -0.965 0.181
H5 3.242 -1.279 3.013
H6 2.550 0.344 3.291
H7 4.325 0.126 3.283
H8 2.843 -2.678 0.747
H9 4.280 -4.546 -0.016
H10 6.623 -4.109 -0.673
H11 7.532 -1.817 -0.564
H12 6.102 0.045 0.227
C20 -2.044 3.053 -3.019
N2 -3.202 2.657 -2.251
C21 -4.118 3.726 -1.934
C22 -2.934 1.700 -1.193
C23 -2.075 2.259 -0.064
C24 -2.663 3.107 0.872
C25 -1.891 3.767 1.817
C26 -0.518 3.588 1.827
C27 0.068 2.703 0.932
C28 -0.699 2.003 -0.001
H13 -2.324 3.839 -3.719
H14 -1.676 2.196 -3.589
H15 -1.217 3.415 -2.391
H16 -4.405 4.234 -2.855
H17 -3.694 4.477 -1.248
H18 -5.018 3.309 -1.479
H19 -2.425 0.841 -1.638
H20 -3.895 1.364 -0.792
H21 -3.737 3.246 0.857
H22 -2.356 4.440 2.526
H23 0.099 4.131 2.534
H24 1.145 2.560 0.967

The HOMO energy (spin up / spin down) comes out at -0.273 / -0.275 Ha. Its expectation value of S² is 0.95. Its total charge is 0. Its energy above the lowest of the compared OMol25 structures with the same formula, charge and spin is 330.13 kJ/mol. The orbital gap (spin up / spin down) is 6.654 / 5.612 eV. Its multiplicity is 2.

---

Record 6
The following is a quantum chemistry calculation of one molecule with the formula C28H24N2O3, from the Open Molecules 2025 dataset.

CARTESIAN COORDINATES (ANGSTROEM)
C1 2.934 2.522 -1.522
N1 2.397 2.666 -0.190
C2 3.342 2.549 0.915
C3 3.685 1.097 1.145
C4 2.814 0.301 1.880
C5 3.060 -1.053 2.017
C6 4.171 -1.624 1.424
C7 5.059 -0.841 0.693
C8 6.244 -1.448 0.066
C9 6.142 -2.660 -0.611
C10 7.254 -3.233 -1.199
C11 8.488 -2.610 -1.109
C12 8.602 -1.408 -0.430
C13 7.488 -0.828 0.148
C14 4.804 0.522 0.561
C15 1.089 2.463 0.095
O1 0.623 2.489 1.208
O2 0.360 2.237 -1.034
C16 -0.942 1.781 -0.876
C17 -1.283 0.625 -1.567
C18 -2.545 0.088 -1.423
C19 -3.483 0.691 -0.586
C20 -4.792 0.062 -0.363
C21 -4.870 -1.314 -0.157
C22 -6.083 -1.931 0.073
C23 -7.255 -1.180 0.099
C24 -8.596 -1.778 0.354
N2 -8.730 -3.082 0.001
O3 -9.512 -1.153 0.848
C25 -7.179 0.198 -0.088
C26 -5.966 0.812 -0.319
C27 -3.136 1.871 0.065
C28 -1.876 2.421 -0.076
H1 3.799 3.179 -1.622
H2 2.182 2.811 -2.252
H3 3.247 1.492 -1.720
H4 2.860 2.967 1.800
H5 4.230 3.135 0.668
H6 1.941 0.747 2.330
H7 2.380 -1.666 2.590
H8 4.365 -2.680 1.543
H9 5.180 -3.145 -0.690
H10 7.159 -4.170 -1.728
H11 9.357 -3.060 -1.565
H12 9.564 -0.924 -0.347
H13 7.584 0.103 0.689
H14 5.481 1.132 -0.021
H15 -0.545 0.154 -2.199
H16 -2.808 -0.809 -1.964
H17 -3.961 -1.899 -0.150
H18 -6.104 -2.994 0.268
H19 -8.029 -3.569 -0.527
H20 -9.632 -3.514 0.116
H21 -8.094 0.771 -0.046
H22 -5.923 1.879 -0.481
H23 -3.851 2.346 0.719
H24 -1.609 3.322 0.452

The HOMO energy comes out at -0.316 Ha. As for the structure (SMILES): CN(Cc1cccc(-c2ccccc2)c1)C(=O)Oc1ccc(-c2ccc(C(N)=O)cc2)cc1. Its total charge is 0. Its energy above the lowest of the compared OMol25 structures with the same formula, charge and spin is 5.03 kJ/mol. The orbital gap is 9.094 eV.

---

Record 7
The following is a quantum chemistry calculation of C28H25Cl2N7O2Pt as an isolated structure, from the Open Molecules 2025 dataset.

CARTESIAN COORDINATES (ANGSTROEM)
Pt1 -1.467 0.405 0.061
C1 3.546 -2.244 -4.016
C2 2.832 -1.430 -2.970
C3 3.304 -1.337 -1.659
C4 2.613 -0.637 -0.693
C5 1.413 0.045 -0.963
N1 0.689 0.683 0.022
C6 1.351 1.381 1.010
C7 2.447 2.207 0.701
C8 3.100 2.965 1.647
C9 2.685 2.978 2.980
C10 3.341 3.862 4.008
C11 1.608 2.176 3.304
C12 0.970 1.379 2.358
N2 -0.051 0.500 2.860
C13 0.028 -0.239 3.981
C14 -1.210 -0.801 4.206
C15 -1.995 -0.334 3.145
N3 -1.294 0.464 2.348
C16 0.978 -0.020 -2.295
C17 1.657 -0.760 -3.258
N4 -0.141 0.752 -2.748
C18 -0.169 1.539 -3.841
C19 -1.463 1.968 -4.019
C20 -2.169 1.383 -2.963
N5 -1.371 0.640 -2.210
H1 4.590 -2.399 -3.744
H2 3.523 -1.751 -4.989
H3 3.089 -3.229 -4.137
H4 4.224 -1.843 -1.387
H5 2.994 -0.602 0.321
H6 2.766 2.247 -0.334
H7 3.934 3.587 1.341
H8 4.357 4.120 3.710
H9 3.391 3.372 4.982
H10 2.790 4.796 4.138
H11 1.235 2.166 4.323
H12 0.954 -0.321 4.524
H13 -1.498 -1.458 5.007
H14 -3.023 -0.562 2.916
H15 1.247 -0.795 -4.262
H16 0.733 1.748 -4.390
H17 -1.838 2.630 -4.779
H18 -3.210 1.488 -2.704
N6 -3.814 0.906 0.109
C21 -4.020 2.356 -0.040
C22 -2.729 3.191 -0.031
O1 -2.870 4.399 -0.101
O2 -1.618 2.551 0.036
H19 -4.281 0.355 -0.599
H20 -4.125 0.568 1.009
H21 -4.657 2.747 0.752
H22 -4.524 2.565 -0.983
Cl1 0.699 -2.895 1.476
C23 -0.542 -3.671 0.571
C24 -0.566 -5.041 0.445
C25 -1.590 -5.651 -0.274
C26 -2.601 -4.892 -0.862
C27 -2.582 -3.524 -0.737
Cl2 -3.833 -2.574 -1.465
C28 -1.543 -2.852 -0.027
N7 -1.499 -1.541 0.070
H23 0.213 -5.627 0.910
H24 -1.606 -6.727 -0.373
H25 -3.400 -5.363 -1.417

The HOMO energy (spin up / spin down) comes out at -0.247 / -0.245 Ha. Its expectation value of S² is 6.06. Its total charge is 0. Its energy above the lowest of the compared OMol25 structures with the same formula, charge and spin is 6.57 kJ/mol. The orbital gap (spin up / spin down) is 6.939 / 4.988 eV. Its multiplicity is 5.

---

| no. | E_tot (eV) | strongest force on any atom (eV/Å) |
| --- | --- | --- |
| 1 | -55225.445 | 0.7 |
| 2 | -214886.485 | 2.8 |
| 3 | -127483.842 | 3.8 |
| 4 | -111761.732 | 4.3 |
| 5 | -111761.934 | 2.0 |
| 6 | -38550.091 | 0.4 |
| 7 | -72255.681 | 0.3 |